# C10H11N

One molecule with the formula C10H11N (ωB97M-V with the def2-TZVPD basis set, the Open Molecules 2025 dataset).

The geometry in XYZ format:
```
22
Properties=species:S:1:pos:R:3:mulliken_charge:R:1
C 0.11920 -3.00699 1.96816 -0.514
C -0.83447 -2.36423 1.16136 -0.688
C 1.42537 -2.49994 2.02610 -0.436
C -0.49250 -1.21395 0.44551 0.425
C 0.84930 -0.76870 0.59749 0.467
C 1.16124 0.47096 -0.41395 0.033
C 2.34207 0.83767 -0.90413 -0.895
C -1.12572 -0.48314 -0.68078 -0.674
C -0.26636 0.78709 -0.93123 0.329
C -0.59054 2.20959 -0.35943 -1.299
N 1.77894 -1.44207 1.28790 -0.577
H -0.22935 -3.70255 2.61715 0.486
H -1.71618 -2.95842 1.02503 0.384
H 2.23653 -2.90210 2.56735 0.467
H 2.48236 1.39054 -1.82848 0.301
H 3.28463 0.42429 -0.49171 0.310
H -0.88614 -1.07140 -1.52851 0.251
H -2.22185 -0.12866 -0.57355 0.304
H -0.18910 1.02578 -2.06213 0.294
H -0.18176 2.38818 0.64277 0.340
H -1.70347 2.31272 -0.25177 0.320
H -0.25309 2.89209 -1.11470 0.373
```

Output
2S+1   1
Frontier orbital gap   9.42 eV
SMILES   C=C1c2ncccc2C[C@H]1C
Highest occupied orbital energy   -8.7443 eV
ΔE to the lowest compared entry with this formula, charge and spin   119.2 kJ/mol
Molar mass   145.21 g/mol

# C10H11N2

An isolated ion of composition C10H11N2 and charge +1 (ωB97M-V with the def2-TZVPD basis set, the Open Molecules 2025 dataset).

The geometry in XYZ format:
```
23
Properties=species:S:1:pos:R:3:mulliken_charge:R:1
C 3.70232 -0.09741 -0.24218 -0.162
C 3.06897 -1.35554 0.08668 -0.602
C 2.94838 1.04064 -0.30557 -0.725
C 1.72498 -1.45784 0.33308 -0.557
C 1.58533 0.99183 -0.20901 0.498
C 0.87977 -0.29983 0.07226 0.736
C -0.06429 2.88075 -0.31784 0.907
C -0.91230 3.86765 -0.39055 -0.957
C -2.68272 -0.89133 0.12905 -1.191
C -1.23395 -1.29565 0.34977 -0.441
N 0.86316 2.08948 -0.19043 -0.106
N -0.37910 -0.20199 0.13556 -0.239
H 4.85924 -0.00556 -0.32548 0.304
H 3.67047 -2.20363 0.52562 0.332
H 3.59922 1.90491 -0.34010 0.405
H 1.32292 -2.36032 0.62498 0.504
H -2.00943 3.57137 -0.17975 0.241
H -0.60305 4.73574 -0.85213 0.326
H -2.75409 -0.57397 -0.95628 0.329
H -3.26820 -1.84359 0.43496 0.353
H -2.93830 0.01118 0.73447 0.298
H -1.06452 -2.21760 -0.14960 0.449
H -1.33509 -1.36522 1.51186 0.297
```

Output
2S+1   1
Frontier orbital gap (alpha / beta)   6.51 / 6.52 eV
SMILES   C=C=[N+]=C1C=CC=C/C1=N\CC
Total charge   +1
Highest occupied orbital energy (alpha / beta)   -12.7524 / -12.7579 eV
ΔE to the lowest compared entry with this formula, charge and spin   433.7 kJ/mol
Molar mass   159.21 g/mol

Q: ΔE to the lowest compared entry with this formula, charge and spin of number 2 (C10H11N2)?
A: 433.7 kJ/mol

Q: What is the formula in the second record?
A: C10H11N2

Q: Which value of molar mass does entry 1 give?
A: 145.21 g/mol

Q: Number 1 is which compound?
A: C10H11N